# 1
# CH4NOPS

An isolated molecule of CH4NOPS in a non-equilibrium geometry (wB97M-V/def2-TZVPD, the Open Molecules 2025 dataset).

- LUMO energy: 0.597 eV
- Energy above the lowest of the compared OMol25 structures with the same formula, charge and spin: 18.5 kcal per mole
- 2S+1: 1
- SMILES string: O=C(P)NS
- Kohn-Sham gap: 10.02 eV
- HOMO: -9.419 eV

Each line ends with the Löwdin charge.
Cartesian coordinates (Å):
C -0.15 0.34 0.00  -0.78
N 0.85 -0.59 -0.18  -0.50
O 0.01 1.52 0.06  0.00
P -2.01 -0.42 -0.05  0.83
S 2.46 -0.38 -0.18  0.72
H 0.49 -1.52 0.22  0.10
H -2.72 0.66 0.39  -0.14
H -1.81 0.07 -1.28  -0.15
H 2.89 0.31 1.02  -0.08

***

# 2
# C4H15N3O

A structure of composition C4H15N3O in a non-equilibrium geometry (wB97M-V/def2-TZVPD, the Open Molecules 2025 dataset).

- LUMO energy: 0.915 eV
- Energy above the lowest of the compared OMol25 structures with the same formula, charge and spin: 47.8 kcal per mole
- 2S+1: 1
- Kohn-Sham gap: 9.44 eV
- HOMO: -8.523 eV

Each line ends with the Löwdin charge.
Cartesian coordinates (Å):
N -1.08 0.81 -0.41  -0.01
C -0.82 0.37 -1.79  -0.25
C 0.61 -0.03 -2.10  -0.30
N 0.70 -0.51 -3.49  -0.02
H -1.12 0.00 0.40  0.15
H 0.08 1.27 0.11  0.09
H -1.70 1.60 -0.31  0.11
H -1.48 -0.48 -2.03  0.11
H -1.10 1.18 -2.48  0.12
H 1.20 0.89 -2.09  0.12
H 1.04 -0.68 -1.33  0.10
H 1.67 -0.55 -3.75  0.06
H 0.40 -1.49 -3.53  0.07
C -0.94 -1.19 3.00  -0.12
N -0.21 -0.77 1.81  -0.17
C 0.76 0.36 1.99  -0.36
O 1.05 1.09 0.85  -0.22
H -0.27 -1.67 3.72  0.07
H -1.74 -1.87 2.72  0.08
H -1.35 -0.28 3.44  0.08
H 0.19 -1.53 1.28  0.10
H 1.64 -0.08 2.49  0.11
H 0.27 1.02 2.71  0.10

***

# 3
# C14H26BO4S

A cluster of 2 separate species, C14H26BO4S in total in a non-equilibrium geometry (wB97M-V/def2-TZVPD, the Open Molecules 2025 dataset).

- LUMO energy: -4.100 eV
- 2S+1: 1
- Total charge: +1
- Kohn-Sham gap: 6.56 eV
- HOMO: -10.657 eV

Each line ends with the Löwdin charge.
Cartesian coordinates (Å):
C -3.83 2.73 5.60  -0.07
O -4.58 2.24 4.43  -0.09
B -4.49 3.15 3.27  -0.59
O -4.48 4.62 3.31  0.07
S -4.41 2.33 1.56  1.15
C -3.82 0.57 1.89  -0.31
C -2.68 0.22 0.76  -0.40
C -2.52 -1.41 0.70  -0.06
O -1.41 0.96 0.90  -0.21
C -0.62 0.50 2.05  -0.18
C 0.64 -0.43 1.46  -0.13
C 1.29 0.05 0.03  -0.02
C 2.51 -0.87 -0.62  -0.04
C 3.03 -2.22 0.19  -0.05
C 2.39 -2.69 1.66  -0.05
C 1.17 -1.76 2.28  -0.04
H -3.03 1.92 5.93  0.12
H -4.61 2.83 6.49  0.13
H -3.24 3.73 5.42  0.12
H -3.88 4.89 2.54  0.12
H -3.37 2.91 0.79  0.07
H -3.44 0.38 2.98  0.12
H -4.74 -0.16 1.66  0.14
H -3.14 0.54 -0.29  0.17
H -1.82 -1.66 -0.21  0.11
H -2.04 -1.90 1.66  0.10
H -3.60 -1.91 0.59  0.11
H -1.23 -0.05 2.88  0.12
H -0.09 1.47 2.49  0.15
H 0.86 1.01 -0.49  0.09
H 2.93 -0.51 -1.65  0.07
H 3.89 -2.83 -0.36  0.09
H 2.81 -3.64 2.22  0.09
H 0.62 -1.99 3.31  0.09
C 3.12 -0.19 -5.44  -0.07
C 4.45 -0.84 -5.11  -0.50
C 4.87 -1.83 -6.18  -0.06
O 4.34 -1.52 -3.86  -0.08
H 2.32 -0.94 -5.52  0.08
H 2.82 0.51 -4.65  0.07
H 3.18 0.36 -6.39  0.08
H 5.22 -0.07 -4.99  0.14
H 4.14 -2.64 -6.28  0.08
H 5.83 -2.30 -5.92  0.08
H 4.98 -1.33 -7.15  0.08
H 3.66 -2.21 -3.95  0.09

***

# 4
# C30H75F2N10O22S2

A cluster of 13 separate species, C30H75F2N10O22S2 in total in a non-equilibrium geometry (wB97M-V/def2-TZVPD, the Open Molecules 2025 dataset).

- LUMO energy: -11.276 eV
- Energy above the lowest of the compared OMol25 structures with the same formula, charge and spin: 52.6 kcal per mole
- 2S+1: 1
- Total charge: +5
- Kohn-Sham gap: 5.09 eV
- HOMO: -16.364 eV

Each line ends with the Löwdin charge.
Cartesian coordinates (Å):
N 0.12 0.90 1.24  -0.32
S -0.07 -0.22 0.22  0.44
O 1.17 -0.84 -0.13  -0.26
O -1.15 -0.16 -0.71  -0.20
F -0.60 -1.35 1.25  -0.19
S 0.25 2.15 0.11  0.65
O -0.81 3.11 0.27  -0.21
O 0.90 1.89 -1.15  -0.24
F 1.48 2.90 0.89  -0.21
C -2.40 -1.68 -4.00  0.02
C -2.08 -1.71 -5.48  -0.39
O -2.87 -1.47 -6.33  0.18
N -0.65 -2.02 -5.86  0.07
H -0.17 -1.14 -6.02  0.17
H -0.15 -2.39 -5.03  0.08
C -0.59 -3.00 -7.04  0.06
H -3.48 -1.68 -4.09  0.10
H -1.94 -0.84 -3.48  0.08
H -2.03 -2.58 -3.51  0.07
H -1.08 -2.50 -7.87  0.11
H -1.09 -3.89 -6.66  0.12
H 0.46 -3.28 -7.06  0.11
C 8.46 3.67 -0.31  0.04
C 7.42 4.39 0.49  -0.38
O 7.56 5.47 0.93  0.23
N 6.09 3.65 0.83  0.10
H 6.31 2.78 1.31  0.17
H 5.69 4.20 1.59  0.18
C 5.18 3.49 -0.36  0.01
H 8.12 3.19 -1.23  0.10
H 8.85 2.75 0.15  0.11
H 9.31 4.32 -0.49  0.12
H 5.55 2.61 -0.89  0.10
H 5.15 4.32 -1.07  0.12
H 4.17 3.45 0.04  0.08
C 0.96 7.17 2.55  0.02
C -0.24 6.48 1.96  -0.41
O -1.00 5.84 2.63  0.15
N -0.73 6.96 0.64  0.08
H 0.04 7.08 -0.02  0.17
H -1.38 6.28 0.19  0.10
C -1.42 8.34 0.76  0.07
H 1.90 6.88 2.07  0.09
H 1.13 6.92 3.60  0.10
H 0.91 8.26 2.56  0.11
H -0.66 9.11 0.87  0.10
H -2.16 8.27 1.56  0.12
H -1.95 8.47 -0.18  0.12
C 3.91 -1.59 1.51  0.06
C 3.62 -0.12 1.69  -0.37
O 4.10 0.75 1.06  0.15
N 2.50 0.23 2.72  0.07
H 1.64 0.55 2.22  0.09
H 2.07 -0.58 3.16  0.17
C 2.95 1.16 3.84  0.06
H 4.46 -1.99 2.36  0.12
H 4.37 -1.70 0.53  0.11
H 2.92 -2.05 1.43  0.07
H 3.56 1.96 3.43  0.10
H 3.50 0.49 4.49  0.12
H 1.99 1.54 4.20  0.10
C 2.33 -7.71 1.26  0.05
C 2.33 -6.21 1.21  -0.40
O 3.13 -5.55 0.64  0.19
N 1.27 -5.49 2.05  0.10
H 0.57 -6.15 2.38  0.17
H 1.75 -5.14 2.87  0.18
C 0.58 -4.46 1.14  0.04
H 3.05 -8.07 0.53  0.12
H 1.36 -8.13 0.98  0.11
H 2.65 -8.01 2.26  0.12
H 1.26 -3.62 1.07  0.07
H -0.35 -4.19 1.63  0.08
H 0.41 -4.97 0.19  0.11
C -6.07 -0.92 0.13  0.05
C -4.99 -0.46 -0.80  -0.38
O -3.93 -0.99 -0.87  0.16
N -5.30 0.70 -1.76  0.13
H -5.31 0.24 -2.68  0.19
H -6.25 1.05 -1.64  0.19
C -4.17 1.74 -1.69  0.06
H -6.02 -0.43 1.10  0.10
H -5.91 -1.99 0.28  0.09
H -7.05 -0.75 -0.30  0.11
H -4.47 2.58 -2.32  0.12
H -3.30 1.26 -2.12  0.09
H -4.00 2.04 -0.66  0.08
C -3.71 -0.28 4.00  0.04
C -3.01 0.67 3.00  -0.37
O -3.42 0.91 1.91  0.18
N -1.66 1.23 3.38  0.07
H -1.27 0.48 3.95  0.16
H -1.03 1.12 2.55  0.09
C -1.64 2.53 4.20  0.08
H -4.69 -0.67 3.73  0.10
H -3.77 0.11 5.02  0.11
H -3.10 -1.16 4.18  0.09
H -0.60 2.86 4.21  0.09
H -2.14 2.43 5.16  0.12
H -2.16 3.22 3.53  0.10
C -3.87 -3.25 1.91  0.03
C -4.24 -4.17 3.06  -0.38
O -3.97 -3.96 4.20  0.17
N -4.78 -5.54 2.71  0.11
H -5.43 -5.86 3.43  0.19
H -5.36 -5.43 1.87  0.18
C -3.65 -6.55 2.43  0.07
H -4.19 -2.23 2.07  0.06
H -4.24 -3.64 0.96  0.09
H -2.79 -3.18 1.77  0.09
H -3.16 -6.21 1.51  0.08
H -4.07 -7.56 2.35  0.12
H -3.02 -6.58 3.31  0.10
C 4.68 -0.47 -4.11  0.08
C 3.84 0.06 -2.92  -0.36
O 3.93 -0.25 -1.77  0.15
N 2.63 0.89 -3.29  0.08
H 2.05 0.46 -4.02  0.16
H 1.97 0.91 -2.51  0.10
C 2.97 2.29 -3.76  0.05
H 4.04 -1.24 -4.56  0.12
H 5.63 -0.80 -3.71  0.11
H 4.75 0.33 -4.84  0.08
H 2.10 2.83 -4.12  0.12
H 3.54 2.07 -4.66  0.10
H 3.47 2.89 -3.00  0.09
O -1.90 -3.36 -0.80  0.03
C -2.32 -4.54 -1.28  -0.86
O -2.78 -4.57 -2.42  0.00
O -1.98 -5.60 -0.64  -0.09
H -2.38 -2.74 -1.36  0.06
O 1.80 -2.82 -1.93  0.08
C 1.08 -2.49 -3.03  -0.76
O 0.68 -1.27 -3.06  -0.10
O 0.92 -3.29 -3.97  0.01
H 1.79 -1.90 -1.62  0.04
O -3.42 4.01 0.73  0.02
C -3.71 4.93 -0.25  -0.79
O -4.84 5.14 -0.64  0.05
O -2.71 5.62 -0.72  -0.11
H -2.45 4.02 0.63  0.02

***

# 5
# H16O14SV

A structure of composition H16O14SV in a non-equilibrium geometry (wB97M-V/def2-TZVPD, the Open Molecules 2025 dataset).

- LUMO energy: -1.225 eV
- Energy above the lowest of the compared OMol25 structures with the same formula, charge and spin: 14.5 kcal per mole
- 2S+1: 1
- Total charge: -1
- Kohn-Sham gap: 2.39 eV
- HOMO: -3.616 eV

Each line ends with the Löwdin charge.
Cartesian coordinates (Å):
O 1.90 0.19 -1.91  -0.46
V 0.52 -0.02 -1.11  1.00
O 0.40 1.20 -0.05  -0.46
S 2.36 -4.60 2.85  0.18
O 1.80 -3.66 1.85  -0.31
O 3.36 -5.44 2.19  -0.33
O 2.97 -3.86 3.98  -0.32
O 1.28 -5.44 3.32  -0.31
O -3.48 6.38 2.52  -0.06
H -4.16 6.66 1.90  0.02
H -3.37 5.45 2.33  0.03
O -0.49 -3.68 -3.87  -0.06
H -0.88 -3.80 -4.74  0.02
H 0.08 -4.44 -3.76  0.03
O 0.22 3.59 5.92  -0.05
H 0.10 4.51 5.70  0.02
H -0.48 3.14 5.44  0.03
O -3.78 1.33 4.46  -0.05
H -3.46 0.45 4.30  0.03
H -4.74 1.25 4.43  0.02
O 3.11 3.39 -6.27  -0.06
H 3.88 3.46 -6.84  0.02
H 3.42 2.88 -5.52  0.03
O 6.54 -3.16 -1.28  -0.05
H 6.59 -2.37 -0.73  0.03
H 5.86 -2.95 -1.93  0.02
O -2.40 1.67 -4.18  -0.05
H -2.55 1.28 -5.04  0.03
H -2.82 2.54 -4.24  0.03
O -3.64 -1.80 -0.09  -0.05
H -4.38 -1.41 0.38  0.02
H -3.77 -2.74 -0.01  0.03

***

# 6
# C4H6N2O

An isolated molecule of C4H6N2O in a non-equilibrium geometry (wB97M-V/def2-TZVPD, the Open Molecules 2025 dataset).

- LUMO energy (alpha / beta): 0.326 / 0.326 eV
- Energy above the lowest of the compared OMol25 structures with the same formula, charge and spin: 68.0 kcal per mole
- 2S+1: 1
- SMILES string: Cc1ncc(O)[nH]1
- Kohn-Sham gap (alpha / beta): 8.08 / 8.08 eV
- HOMO (alpha / beta): -7.757 / -7.758 eV

Each line ends with the Löwdin charge.
Cartesian coordinates (Å):
C 2.08 -0.29 0.17  -0.01
C 0.65 -0.01 -0.12  -0.38
N 0.05 -0.34 -1.26  0.13
C -1.19 0.12 -1.12  -0.13
C -1.45 0.66 0.13  -0.30
O -2.30 -0.37 0.70  -0.04
N -0.17 0.62 0.73  0.13
H 2.43 -1.02 -0.57  0.08
H 2.21 -0.71 1.17  0.08
H 2.68 0.62 0.08  0.08
H -1.98 -0.07 -1.84  0.12
H -3.17 -0.29 0.31  0.08
H 0.14 1.11 1.57  0.16

***

# 7
# C54H108O27

A cluster of 15 separate species, C54H108O27 in total in a non-equilibrium geometry (wB97M-V/def2-TZVPD, the Open Molecules 2025 dataset).

- LUMO energy: 0.485 eV
- 2S+1: 1
- Kohn-Sham gap: 9.54 eV
- HOMO: -9.054 eV

Each line ends with the Löwdin charge.
Cartesian coordinates (Å):
C -0.94 -3.23 -3.90  -0.06
O -0.18 -3.48 -5.03  0.01
C 0.62 -4.53 -5.06  -0.58
O 0.77 -5.44 -4.20  0.07
O 1.13 -4.48 -6.28  -0.02
C 2.05 -5.53 -6.75  -0.01
H -1.58 -2.36 -4.02  0.08
H -0.37 -3.19 -2.97  0.09
H -1.66 -4.03 -3.73  0.10
H 2.52 -5.36 -7.72  0.09
H 1.52 -6.48 -6.83  0.09
H 2.84 -5.68 -6.01  0.09
C 1.46 -1.33 -0.41  -0.06
O 0.60 -0.25 -0.11  -0.05
C -0.70 -0.41 0.41  -0.48
O -1.05 -1.54 0.75  0.10
O -1.38 0.75 0.49  -0.01
C -0.83 2.05 0.10  -0.01
H 2.46 -0.96 -0.65  0.09
H 1.07 -1.95 -1.21  0.08
H 1.63 -2.08 0.36  0.08
H -0.01 2.29 0.78  0.07
H -1.50 2.90 0.06  0.09
H -0.42 2.06 -0.91  0.09
C -2.24 -1.97 4.18  -0.03
O -1.78 -2.67 5.30  -0.02
C -2.05 -2.30 6.54  -0.56
O -2.83 -1.41 6.86  0.11
O -1.36 -3.10 7.36  -0.01
C -1.51 -2.99 8.74  -0.05
H -1.38 -1.51 3.69  0.07
H -2.95 -1.18 4.40  0.10
H -2.81 -2.70 3.61  0.10
H -1.03 -3.80 9.29  0.10
H -2.57 -3.15 8.95  0.10
H -1.22 -2.01 9.11  0.10
C -0.10 1.38 3.82  0.00
O 1.22 0.82 3.82  0.02
C 2.14 1.22 3.00  -0.52
O 2.10 2.06 2.08  0.09
O 3.32 0.56 3.29  -0.02
C 4.47 0.62 2.53  -0.08
H -0.54 1.42 2.83  0.07
H -0.14 2.41 4.16  0.10
H -0.79 0.78 4.41  0.10
H 4.29 0.23 1.53  0.08
H 5.25 0.04 3.02  0.09
H 4.88 1.63 2.42  0.10
C 1.32 -2.52 3.73  -0.05
O 0.76 -3.66 4.33  -0.03
C 1.07 -3.95 5.59  -0.59
O 1.83 -3.26 6.27  0.10
O 0.48 -5.04 6.02  0.02
C -0.58 -5.71 5.35  -0.03
H 0.91 -2.37 2.73  0.07
H 2.40 -2.54 3.58  0.10
H 0.92 -1.60 4.17  0.08
H -0.16 -6.33 4.56  0.09
H -1.22 -5.02 4.79  0.08
H -1.24 -6.32 5.96  0.10
C -9.13 3.78 1.68  -0.05
O -8.11 2.81 1.49  0.00
C -6.85 3.11 1.18  -0.58
O -6.47 4.29 0.93  0.06
O -6.15 2.04 1.32  0.04
C -4.72 2.10 1.32  -0.01
H -9.72 3.94 0.78  0.09
H -8.72 4.73 2.01  0.09
H -9.88 3.60 2.45  0.09
H -4.39 1.87 2.33  0.09
H -4.26 3.04 0.99  0.09
H -4.31 1.28 0.74  0.09
C 6.22 3.08 -1.71  -0.18
C 5.60 1.73 -1.61  -0.16
C 4.08 1.95 -1.53  -0.17
O 4.00 3.33 -1.21  -0.16
C 5.26 3.90 -0.89  -0.22
H 6.09 3.60 -2.65  0.12
H 7.26 3.23 -1.41  0.12
H 6.01 1.27 -0.71  0.11
H 5.78 1.10 -2.48  0.10
H 3.53 1.33 -0.82  0.10
H 3.60 1.94 -2.51  0.11
H 5.35 3.78 0.19  0.12
H 5.27 4.94 -1.21  0.12
C -4.45 -2.24 -1.95  -0.18
C -3.47 -3.01 -1.15  -0.20
C -4.04 -2.91 0.24  -0.17
O -5.49 -2.93 0.07  -0.12
C -5.78 -2.31 -1.17  -0.19
H -4.50 -2.57 -2.98  0.11
H -4.08 -1.22 -2.07  0.10
H -2.44 -2.65 -1.23  0.10
H -3.49 -4.03 -1.54  0.11
H -3.70 -2.08 0.86  0.11
H -3.83 -3.85 0.75  0.11
H -6.17 -1.30 -1.08  0.11
H -6.44 -2.90 -1.81  0.11
C -0.18 -4.88 -0.13  -0.18
C -1.18 -5.86 -0.63  -0.16
C -1.10 -6.99 0.38  -0.18
O -0.80 -6.34 1.62  -0.18
C -0.38 -4.96 1.37  -0.17
H -0.29 -3.84 -0.42  0.08
H 0.82 -5.25 -0.37  0.12
H -0.86 -6.28 -1.58  0.12
H -2.17 -5.42 -0.59  0.10
H -0.27 -7.68 0.25  0.12
H -2.02 -7.52 0.64  0.12
H 0.46 -4.78 2.04  0.10
H -1.23 -4.36 1.69  0.11
C 4.79 -2.70 -3.87  -0.18
C 4.26 -1.49 -4.52  -0.17
C 2.75 -1.81 -4.69  -0.13
O 2.54 -2.39 -3.38  -0.17
C 3.64 -3.22 -3.03  -0.19
H 5.76 -2.67 -3.37  0.12
H 4.83 -3.42 -4.69  0.11
H 4.73 -1.41 -5.50  0.11
H 4.49 -0.61 -3.92  0.10
H 2.52 -2.54 -5.46  0.11
H 2.15 -0.91 -4.77  0.11
H 3.51 -4.27 -3.30  0.12
H 3.82 -3.20 -1.96  0.10
C -1.99 4.87 2.77  -0.17
C -3.15 4.50 3.66  -0.19
C -3.02 5.16 4.98  -0.17
O -1.68 5.74 4.91  -0.14
C -1.34 5.99 3.54  -0.20
H -2.26 5.19 1.76  0.10
H -1.33 4.03 2.55  0.09
H -3.25 3.42 3.78  0.10
H -4.10 4.76 3.20  0.11
H -3.00 4.56 5.89  0.12
H -3.79 5.91 5.13  0.11
H -0.26 6.10 3.41  0.12
H -1.74 6.94 3.17  0.12
C -2.66 4.67 -4.70  -0.18
C -2.87 4.35 -3.26  -0.17
C -1.90 5.30 -2.55  -0.17
O -0.83 5.36 -3.50  -0.13
C -1.30 5.29 -4.80  -0.24
H -3.37 5.39 -5.11  0.12
H -2.77 3.71 -5.22  0.11
H -2.57 3.33 -3.04  0.10
H -3.87 4.53 -2.87  0.12
H -1.63 4.86 -1.59  0.09
H -2.29 6.28 -2.28  0.12
H -0.59 4.79 -5.46  0.12
H -1.46 6.31 -5.15  0.12
C 1.17 7.61 -0.24  -0.19
C 1.76 6.56 0.64  -0.15
C 0.74 5.43 0.41  -0.21
O -0.51 6.07 0.24  -0.19
C -0.29 7.55 0.18  -0.13
H 1.35 7.42 -1.30  0.12
H 1.65 8.59 -0.20  0.11
H 1.76 6.82 1.70  0.11
H 2.77 6.30 0.31  0.11
H 0.77 4.80 1.30  0.10
H 0.92 4.74 -0.42  0.12
H -0.35 7.90 1.21  0.10
H -1.04 8.08 -0.40  0.12
C -0.06 1.41 -5.75  -0.17
C -0.11 1.74 -4.27  -0.16
C -0.51 0.42 -3.67  -0.13
O -1.28 -0.19 -4.77  -0.18
C -1.07 0.28 -6.07  -0.19
H 0.94 1.11 -6.07  0.10
H -0.20 2.31 -6.34  0.10
H -0.78 2.59 -4.28  0.08
H 0.83 2.11 -3.88  0.12
H -1.18 0.55 -2.81  0.11
H 0.35 -0.22 -3.47  0.11
H -1.98 0.75 -6.45  0.11
H -0.69 -0.44 -6.79  0.12
C 5.20 -2.83 1.79  -0.16
C 5.18 -4.31 2.05  -0.17
C 4.80 -4.81 0.63  -0.20
O 5.43 -3.97 -0.32  -0.15
C 6.00 -2.89 0.41  -0.18
H 5.81 -2.32 2.54  0.10
H 4.24 -2.34 1.70  0.09
H 4.40 -4.59 2.76  0.11
H 6.11 -4.78 2.37  0.12
H 3.72 -4.81 0.50  0.11
H 5.17 -5.84 0.53  0.12
H 5.96 -1.94 -0.13  0.10
H 7.08 -3.00 0.52  0.11